175
Properties=species:S:1:pos:R:3 method="wB97M-V/def2-TZVPD" energy_ev=-98981.3631 lumo_energy_ev=-0.12 de_lowest_ev=9.274 gap_ev=7.90 fmax_ev_per_a=7.05 homo_ev=-8.02
O 9.15431 5.09436 -0.81719
O -0.37598 12.89193 -10.83205
O -8.76942 12.07018 -5.22591
O -7.31957 10.12334 -12.36072
O -3.40643 16.89802 -1.29513
O -6.53598 14.17767 4.94821
O -1.26070 3.50642 -3.29818
O -9.87719 17.24478 -8.38511
O 4.06044 12.78285 6.26638
O -3.51219 4.93365 8.55672
O -8.21518 1.54238 -0.71916
O -1.37589 12.04316 -3.05394
O 4.03963 15.01623 -1.36652
N -9.15694 12.22528 -2.94219
N 3.83239 15.35028 -3.58627
N -7.76172 16.64668 -8.36270
N -9.98135 13.64655 -4.27878
N 9.22598 6.45073 -1.08096
N -2.41377 18.84324 -0.93588
N 1.06702 13.85155 -9.64905
N -5.48380 13.82753 6.84485
N -8.51481 17.28210 -10.26808
N -10.51890 -1.33245 -0.52869
N 2.41059 13.53265 5.03110
N 1.64732 11.99052 -10.65081
N -4.38422 14.88649 5.34657
N -8.79625 10.27535 -10.71707
N -0.98508 12.46606 -0.10752
N -2.34724 5.06140 7.90152
N 5.36368 16.35087 -2.64516
N -6.59202 10.51754 -10.34282
N 4.30393 12.86909 4.07099
N -2.79177 1.23580 -0.79643
N -1.65219 17.45980 -2.48229
C -0.52584 1.73278 -0.82364
C -1.65119 2.81430 8.71761
C 10.91532 7.09194 0.58913
C 7.96955 7.14711 -0.70201
C -3.32035 6.92361 6.54558
C -2.05895 6.44857 7.40139
C 3.65077 13.04894 5.17862
C -2.37190 11.74811 -4.07051
C -8.78368 17.08650 -8.96485
C -2.03389 2.45200 -2.74127
C 4.40293 15.55123 -2.45380
C 7.68550 7.19574 0.80046
C 10.60886 8.54325 -1.40840
C -8.13335 2.76925 -0.06758
C 0.73770 12.88405 -10.40451
C -8.43513 -1.31736 -1.72981
C -9.41887 0.85479 -0.63956
C 0.42430 5.74778 7.24050
C -0.75952 6.42146 6.49494
C 7.98391 8.64326 -1.26909
C -1.38517 11.17615 -0.73765
C -0.02037 4.33382 7.67687
C -1.86815 2.31725 -1.24592
C -1.70667 3.92466 -4.58642
C -7.55699 10.33766 -11.17257
C 11.67799 6.27383 -1.69829
C -1.88957 7.60612 8.38876
C 9.35273 9.38036 -1.03427
C 6.80490 6.38762 -1.45231
C -5.51048 14.26269 5.63893
C -2.94942 11.16084 -0.72547
C -0.85875 4.72901 10.08341
C -9.34420 12.48798 -4.21314
C -1.22589 4.30510 8.60877
C -9.21647 -0.67149 -0.58277
C -2.53401 17.67718 -1.55976
C -0.81156 11.04061 -2.19441
C 10.54435 7.07289 -0.90370
H 0.28230 2.30016 -1.28525
H -1.98299 3.03824 -5.15739
H 3.87463 13.25019 3.23999
H -3.07512 2.62172 -3.01540
H 10.16060 7.57863 1.20689
H -7.45166 -0.86584 -1.86026
H -3.20531 11.29339 -3.53501
H 6.71345 5.30744 -1.33845
H -10.35706 -2.27874 -0.84243
H -1.71365 19.50824 -1.23202
H -2.71395 7.70861 9.09445
H -2.96966 19.05091 -0.11860
H -2.49293 4.66162 -4.42276
H 1.55079 11.09235 -11.10255
H -6.29658 13.35259 7.21080
H -0.95547 2.11747 9.18504
H -0.25161 1.72565 0.23127
H -8.55275 11.44559 -2.72507
H 0.26229 11.14865 -2.34696
H -3.40004 11.92222 -1.36212
H -3.61634 14.91852 6.00188
H 3.94948 15.99387 -4.35580
H -8.15292 -2.34459 -1.49904
H -0.99793 6.10974 5.47803
H -3.80608 4.10149 8.17891
H 2.54449 12.17502 -10.22520
H -0.51528 7.47630 6.36945
H -0.99294 18.21559 -2.60175
H 5.27914 12.60986 4.11411
H 1.84336 13.69060 5.85170
H -9.48465 12.90623 -2.27211
H -8.84636 -0.82590 0.43078
H -0.07612 12.65398 -0.50575
H -11.04745 -0.91839 -1.28321
H 12.67510 6.63512 -1.44664
H -8.86862 3.42241 -0.53751
H -3.24366 10.21386 -1.17798
H -1.68188 4.67495 10.79589
H 11.01103 6.08388 0.99255
H -10.12045 14.04831 -5.19494
H -1.88171 2.49916 7.69995
H 0.74015 3.94090 8.35164
H -0.93472 4.53012 -5.06139
H 7.60532 8.75718 -2.28486
H 6.86791 6.56354 -2.52617
H 8.10342 8.12875 1.17852
H -1.70361 16.60585 -3.01916
H -4.24162 7.15895 7.07847
H 8.11499 6.38092 1.38330
H -0.33313 3.65822 6.88072
H 11.80228 7.71931 0.67749
H 2.06418 14.01137 -9.63385
H -8.28758 2.63829 1.00348
H 5.82390 16.67493 -1.80654
H -4.62588 13.80075 7.37716
H -2.90656 1.16122 0.20424
H -1.51735 13.21141 -0.53323
H -0.35899 0.69437 -1.10996
H -0.86893 10.45557 -0.10334
H -5.80171 10.90020 -10.84191
H -8.99490 -1.31563 -2.66509
H 1.28274 5.70131 6.57042
H -3.66718 6.15978 5.84961
H -1.15889 10.08482 -2.58672
H -7.16807 3.27488 -0.09343
H 1.85291 13.16001 4.27596
H -6.80161 10.66117 -9.36530
H -7.91785 16.39090 -7.39818
H -1.90835 10.94893 -4.64891
H -3.35411 11.36131 0.26657
H 0.74396 6.29933 8.12465
H -7.61164 17.28641 -10.72014
H -9.55895 10.23117 -11.37771
H 11.76167 5.20566 -1.49801
H 5.49065 16.79419 -3.54373
H -0.05013 4.29875 10.67427
H -2.10319 3.21646 -0.67646
H -10.23242 14.15032 -3.44015
H 5.87488 6.80426 -1.06556
H -0.95188 7.72680 8.93124
H 6.61096 7.22115 0.98165
H 11.47034 6.35350 -2.76536
H -2.57933 2.70719 9.27902
H -10.07891 1.12313 0.18533
H 8.86752 4.71334 -1.65036
H -1.62770 1.51817 -3.12994
H 9.38320 10.32157 -1.58317
H -3.23608 7.90285 6.07430
H 10.59034 8.56965 -2.49792
H -8.90995 10.54629 -9.75076
H -3.74535 1.42744 -1.06855
H -2.74527 12.55470 -4.70146
H -7.00560 16.18686 -8.84947
H 11.56540 8.98630 -1.13119
H 9.55795 9.79597 -0.04774
H -9.32689 17.44121 -10.84715
H -0.59395 5.78178 10.18172
H -1.79397 8.57861 7.90584
H 2.95403 14.88365 -3.41066
H 7.24654 9.28628 -0.78855
H -10.06328 0.96757 -1.51141
H 0.44132 14.59762 -9.38075
H -4.38201 15.28415 4.41815

46
Properties=species:S:1:pos:R:3 method="wB97M-V/def2-TZVPD" energy_ev=-32242.0332 lumo_energy_ev=0.65 smiles=Fc1ccc(Cn2nnc(-c3ccc(CN4CCOCC4)cc3)n2)cc1 de_lowest_ev=0.000 gap_ev=9.36 fmax_ev_per_a=1.11 homo_ev=-8.71
F 7.14512 3.39579 -0.14103
O -5.99687 2.47811 -0.56355
N 2.62302 -1.55697 0.50860
N -4.52425 0.11654 -0.01383
N 2.12755 -1.71605 -1.63249
N 3.39978 -1.83804 -1.51655
N 3.68400 -1.74507 -0.24178
C -4.01961 1.42438 0.36813
C 5.49449 0.49909 1.23618
C -3.94377 -0.94347 0.79287
C 1.63583 -1.54225 -0.38594
C 6.25548 0.00407 -0.98792
C -4.58852 2.47557 -0.58321
C 6.77192 1.28135 -1.10489
C -6.49464 1.20779 -0.90978
C -0.19380 -1.28832 1.24403
C 6.64064 2.15080 -0.03682
C -1.53814 -1.14291 1.52690
C 5.02294 -1.77725 0.27835
C 0.23195 -1.38103 -0.07809
C -2.04333 -1.18137 -0.81659
C -2.47553 -1.09130 0.50331
C 6.00528 1.78048 1.13464
C 5.62485 -0.39702 0.18323
C -5.97467 0.12596 0.03732
C -0.70355 -1.32424 -1.11017
H -2.77578 -1.12932 -1.60727
H -6.34490 0.33019 1.05855
H -4.45302 -1.87570 0.52447
H -4.10132 -0.77122 1.87319
H 7.26709 1.60744 -2.00544
H -4.27558 3.47747 -0.28482
H 0.53768 -1.33090 2.03638
H -1.86399 -1.07052 2.55508
H -4.30918 1.67799 1.40463
H 4.98789 0.19503 2.13971
H 5.59285 -2.49068 -0.32054
H -6.19285 0.95708 -1.93800
H 5.91510 2.48782 1.94349
H 6.33674 -0.68547 -1.81429
H -6.34902 -0.84903 -0.28312
H -7.58237 1.27870 -0.85614
H 4.96300 -2.11038 1.31602
H -2.93001 1.41660 0.29948
H -4.22980 2.26702 -1.60234
H -0.35872 -1.39678 -2.12997

49
Properties=species:S:1:pos:R:3 method="wB97M-V/def2-TZVPD" energy_ev=-46628.8544 lumo_energy_ev=4.03 total_charge=-2 de_lowest_ev=1.024 gap_ev=5.48 fmax_ev_per_a=3.36 homo_ev=-1.45
Te 9.07237 6.69601 10.46740
Pd 10.31044 4.76606 11.25789
O 12.88214 3.52022 10.03812
O 14.34292 5.56300 15.90936
O 11.56989 3.83612 12.60950
O 14.44507 8.33907 5.05652
O 13.50078 8.72950 6.99893
O 12.88902 7.00003 5.80033
N 13.60756 8.02148 5.97304
C 13.55158 4.99495 11.79707
C 13.63122 5.66438 9.23630
C 13.35663 5.48074 16.89862
C 6.27510 7.24890 7.07553
C 14.92424 5.87936 13.63880
C 5.70298 7.20041 13.25116
C 12.59042 4.53915 12.83317
C 4.77880 6.24292 12.89464
C 7.27193 6.43072 11.61630
C 7.92595 6.40322 8.62742
C 5.20482 5.28187 11.99558
C 6.43238 5.34269 11.31875
C 6.72287 6.32680 6.15653
C 13.99760 5.45705 14.59046
C 8.30052 5.41749 7.75274
C 6.90890 7.30139 8.30490
C 6.92148 7.34594 12.60352
C 12.83721 4.87473 14.18808
C 14.63434 5.65296 12.22085
C 7.70900 5.40226 6.49653
C 13.31057 4.64278 10.32213
H 15.23102 6.02423 11.43842
H 6.80162 4.62087 10.61244
H 8.10607 4.80087 5.72833
H 5.54107 8.00586 6.80770
H 12.12104 4.48460 14.87432
H 5.48460 7.94689 14.05939
H 14.62330 5.38698 8.83396
H 7.50212 8.20747 12.86074
H 6.62252 8.00279 9.09907
H 9.12901 4.83709 7.98849
H 3.83200 6.14776 13.47548
H 13.85024 5.55152 17.91894
H 12.96132 5.52859 8.41005
H 13.62447 6.67102 9.67321
H 12.91893 4.47866 16.85962
H 6.27597 6.29819 5.16896
H 4.46265 4.47379 11.77608
H 15.85922 6.29823 14.00151
H 12.52876 6.21055 16.73900

67
Properties=species:S:1:pos:R:3 method="wB97M-V/def2-TZVPD" energy_ev=-196545.2864 lumo_energy_ev="-4.40 / -6.99" total_charge=+2 de_lowest_ev=0.000 gap_ev="7.72 / 6.51" fmax_ev_per_a=0.09 homo_ev="-12.11 / -13.50" spin_multiplicity=6
Ir -0.86189 1.49865 -0.58070
Br 1.25672 -0.54234 -2.45189
Br 2.32373 1.98571 -0.79150
S -1.26867 2.24801 -2.67991
S -0.35909 0.61707 1.44515
N -3.09597 1.06102 0.11345
N -1.56304 3.64404 0.05808
N 4.50503 -6.25850 -0.30758
C 2.74517 -1.64183 0.97315
C -2.54214 6.55153 -2.09079
C -1.96201 -0.38351 3.38766
C 3.31087 -6.82265 0.38817
C -1.73585 3.91359 -2.40527
C 4.15996 -5.07649 -1.20147
C 2.36854 -3.72349 -0.04525
C -4.32435 0.11507 2.03303
C -1.92546 0.19715 2.11845
C -1.85456 4.45497 -1.12158
C 4.07909 -1.72823 0.59361
C -3.17000 -0.71191 3.97332
C 3.67711 -3.87994 -0.43837
C 4.54342 -2.83142 -0.10742
C -3.77409 0.20072 -0.87871
C -0.51948 4.28665 0.88710
C -3.70218 2.41377 0.14474
C -4.35459 -0.46234 3.29381
C -3.11780 0.44748 1.43468
C -2.26250 5.77264 -0.97744
C -2.41979 6.01671 -3.36648
C -2.02094 4.70363 -3.52293
C 1.85308 -2.66275 0.64396
C 5.59621 -5.94653 0.66152
C -2.79235 3.39700 0.85110
C 2.22733 1.11604 -2.51398
H -3.66945 0.64938 -1.86443
H -0.86315 5.23682 1.30072
H -3.86517 2.72748 -0.88819
H 1.71209 1.78581 -3.19005
H -1.92697 4.27047 -4.51011
H 4.85613 -6.98332 -0.93455
H 3.40547 -5.44129 -1.89623
H -3.19043 -1.15730 4.95831
H -2.48371 2.99843 1.81964
H 4.76155 -0.92629 0.84018
H -5.25649 0.30600 1.51652
H 5.06935 -4.84641 -1.75463
H 2.55299 -7.06767 -0.35120
H -3.32586 4.33344 1.03377
H -5.30429 -0.71485 3.74499
H -2.85612 7.57783 -1.95864
H 3.24044 0.90875 -2.83135
H -2.36500 6.20628 0.00902
H -2.63773 6.62183 -4.23545
H 0.36024 4.46377 0.27184
H 6.46228 -5.58040 0.11603
H 2.38955 -0.77425 1.51373
H -1.03119 -0.56499 3.90942
H 5.58317 -2.87807 -0.41392
H -3.30117 -0.77902 -0.88052
H 3.61491 -7.71571 0.92780
H 5.85056 -6.85443 1.20177
H 2.93092 -6.07596 1.07932
H -4.67708 2.38818 0.63923
H -4.83645 0.08363 -0.65358
H 0.80421 -2.59857 0.90539
H 5.23719 -5.18688 1.34998
H -0.26026 3.61778 1.70545

13
Properties=species:S:1:pos:R:3 method="wB97M-V/def2-TZVPD" energy_ev=-6323.5261 lumo_energy_ev=1.00 smiles="C1=CCC1.O" de_lowest_ev=1.642 gap_ev=10.75 fmax_ev_per_a=0.19 homo_ev=-9.75
O -1.08876 0.89487 2.09592
C 0.11624 -1.12893 -0.61624
C -0.51885 0.11905 -1.19652
C 0.41152 0.94078 -0.69586
C 1.18778 -0.16520 -0.01336
H 0.49906 -1.84483 -1.35186
H -0.47925 -1.66978 0.12899
H 2.21362 -0.32156 -0.36426
H 0.56340 2.01636 -0.73364
H -1.11730 0.90853 1.12792
H 1.17831 -0.11225 1.08006
H -1.40832 0.27365 -1.80335
H -1.55744 0.08931 2.34219

55
Properties=species:S:1:pos:R:3 method="wB97M-V/def2-TZVPD" energy_ev=-93573.4639 lumo_energy_ev=-12.33 total_charge=+3 gap_ev=6.61 fmax_ev_per_a=2.52 homo_ev=-18.94
Ga 0.07597 0.00510 -0.00461
S 2.28240 1.55117 0.30162
S 1.23423 -1.71420 -1.59376
N -0.08423 0.26033 2.35902
N -1.17057 -1.89943 0.56886
N 0.25467 1.21010 -2.03110
C 1.16407 0.30081 3.15286
C -0.36679 -3.09145 0.90076
C -4.09771 0.62966 1.26417
C 2.91515 -1.61272 -2.31584
C 3.86424 1.58891 -0.66584
C -1.84836 -1.40938 1.79957
C -3.44076 1.01919 0.15368
C 0.58464 0.39258 -3.24256
C -2.17036 -2.20852 -0.47657
C 1.00593 2.49975 -1.94069
C -0.89960 -0.89552 2.84551
C 1.36483 2.89132 -0.51860
C 0.32425 -1.08710 -3.05059
C -0.81524 1.54291 2.43386
H 1.61071 -0.70229 3.11311
H 4.58220 1.07177 -0.01447
H -0.19778 2.36386 2.05351
H 0.49215 3.17753 0.08838
H -3.50419 0.49033 -0.79940
H 0.36608 -2.86008 1.67724
H 0.41344 3.30212 -2.39444
H 2.87936 -1.88617 -3.37627
H -4.04246 1.18332 2.21088
H -1.02509 -3.89012 1.27120
H -2.50120 -0.59748 1.47995
H -4.70990 -0.27927 1.34031
H -2.73193 -1.30089 -0.72097
H -1.51745 -0.54942 3.68287
H 3.48223 -2.37481 -1.77276
H 3.79656 1.06403 -1.62693
H 2.05608 3.74486 -0.50794
H 0.73883 -1.67168 -3.88310
H 1.94547 2.41126 -2.50221
H -2.88990 -2.95423 -0.10412
H 1.64697 0.52841 -3.49000
H -1.09644 1.76960 3.47608
H 4.20807 2.62220 -0.81426
H -0.74376 -1.33256 -2.97328
H 0.17105 -3.44421 0.01820
H 1.87371 1.02356 2.73212
H -0.00888 0.74461 -4.09677
H -2.47283 -2.21673 2.22459
H -2.93310 1.99019 0.14727
H -0.75243 1.44757 -2.10701
H 0.93967 0.55567 4.20569
H -1.73824 1.49955 1.84151
H -1.66688 -2.58962 -1.36858
H -0.22661 -1.68001 3.22362
H 3.37975 -0.63439 -2.17381

16
Properties=species:S:1:pos:R:3 method="wB97M-V/def2-TZVPD" energy_ev=-8763.0517 lumo_energy_ev=1.06 smiles="[H]/N=C(C)/C(C)=N/N" de_lowest_ev=1.473 gap_ev=9.63 fmax_ev_per_a=2.17 homo_ev=-8.57
N -1.96294 0.26197 0.96962
N 1.93454 -0.32345 -1.46183
N 1.23435 -0.10314 -0.34427
C -0.70089 0.30162 0.87186
C -0.05446 -0.14061 -0.35066
C -0.90287 -0.62715 -1.49218
C 0.27287 0.80301 1.99098
H -0.60167 -1.63170 -1.79719
H -0.08643 1.77914 2.31447
H -0.79919 0.03624 -2.35198
H 0.21560 0.11577 2.83366
H 2.91098 -0.50521 -1.28834
H 1.29843 0.91263 1.65849
H -2.31940 0.51359 1.88953
H -1.93927 -0.63557 -1.17041
H 1.50034 -0.75715 -2.27175

21
Properties=species:S:1:pos:R:3 method="wB97M-V/def2-TZVPD" energy_ev=-11886.0941 lumo_energy_ev="-4.90 / -5.17" total_charge=+1 de_lowest_ev=6.065 gap_ev="8.41 / 7.91" fmax_ev_per_a=4.33 homo_ev="-13.31 / -13.08"
O 1.75591 1.36372 -0.54175
N 0.72222 -1.16906 2.44970
N 0.54730 1.25469 -0.05269
N -0.74258 -1.05984 0.66036
C -2.07529 -1.11311 -1.46516
C 0.36701 -0.65566 1.32303
C -1.37030 -0.27884 -0.37903
C -0.29597 0.59581 -1.01337
C 2.68520 2.02569 0.34567
H 2.47801 1.54048 1.29383
H 1.32377 -0.75563 3.13573
H 3.74055 1.85011 0.06533
H 2.25456 3.07575 0.31286
H 0.34447 -0.00382 -1.82058
H -1.44986 -1.87640 -1.79955
H -2.95038 -1.56918 -1.13759
H -2.49416 -0.45459 -2.31283
H -0.71945 1.43656 -1.70193
H 0.42603 -2.09728 2.80055
H -1.19536 -1.94596 1.04770
H -2.14153 0.37946 0.08758

8
Properties=species:S:1:pos:R:3 method="wB97M-V/def2-TZVPD" energy_ev=-9736.5008 lumo_energy_ev=3.86 total_charge=-1 de_lowest_ev=5.152 gap_ev=6.85 fmax_ev_per_a=3.11 homo_ev=-2.99
O 4.02494 -0.74220 -0.65691
O -1.55861 -1.17825 -0.21123
O 3.07234 1.29592 0.27158
N 2.82849 0.16103 1.27443
C 3.52488 -0.00782 0.19276
C -0.42645 -0.83714 -0.12578
H -0.13844 0.02206 -0.71479
H 0.02690 -1.19493 0.84638

12
Properties=species:S:1:pos:R:3 method="wB97M-V/def2-TZVPD" energy_ev=-9348.9264 lumo_energy_ev=0.76 smiles="C=C=O.OCO" de_lowest_ev=2.390 gap_ev=10.12 fmax_ev_per_a=2.74 homo_ev=-9.36
O -2.92136 -0.36665 0.38023
O 2.02911 -0.65257 1.60638
O -0.59388 -0.10893 -0.02544
C 2.33461 -0.23516 0.54720
C -1.85735 0.50220 0.09091
C 2.73794 0.04633 -0.66422
H 3.78999 -0.02352 -0.99996
H -3.07385 -0.85640 -0.38024
H -1.99619 0.91014 -0.90075
H 1.82035 0.05415 -1.27570
H -0.31222 -0.52237 0.82955
H -1.95715 1.25278 0.79204

12
Properties=species:S:1:pos:R:3 method="wB97M-V/def2-TZVPD" energy_ev=-75207.6003 lumo_energy_ev=-1.92 de_lowest_ev=0.619 gap_ev=6.15 fmax_ev_per_a=6.09 homo_ev=-8.06
Br 0.60776 1.16897 -3.27996
N -0.56568 -0.16278 0.67309
N 0.28289 -0.12196 -0.24882
C -1.71854 0.50656 0.23388
C 1.65770 -0.31290 -0.03106
H -2.57898 -0.05815 0.68051
H -1.80844 0.56648 -0.81524
H 0.15038 0.14416 -1.33602
H -1.65172 1.64321 0.57198
H 1.88394 -0.75109 0.98574
H 2.09858 0.57179 -0.19314
H 1.92613 -1.14903 -0.66515